(1)
74
Properties=species:S:1:pos:R:3 method="wB97M-V/def2-TZVPD" e_homo_ev="-7.530 / -7.526" e_lumo_ha="-0.0971 / -0.0733" e_above_lowest_kj_mol=307.8
Sn 0.5864 0.6923 0.1460
Br -0.4604 1.3278 3.3255
C -2.3218 0.9873 3.0647
C -3.1318 0.9442 4.1687
C -4.5122 0.7555 4.0251
C -5.0522 0.6425 2.7765
C -4.2503 0.6948 1.6198
C -4.8179 0.6485 0.3308
C -4.0489 0.7413 -0.7942
C -2.6453 0.8283 -0.6751
C -2.0983 0.8376 0.5625
C -2.8271 0.8365 1.7518
H -2.7095 1.0586 5.1561
H -5.1381 0.7158 4.9046
H -6.1157 0.5151 2.6440
H -5.8917 0.5603 0.2573
H -4.4969 0.7460 -1.7769
H -2.0318 0.8881 -1.5624
Cl 5.8655 0.7470 -5.3602
C 4.4179 0.7613 -4.4208
C 4.4954 0.5722 -3.0479
C 3.3378 0.5622 -2.3044
Cl 3.4129 0.3057 -0.6087
C 2.0550 0.7782 -2.8656
O 0.9769 0.7860 -2.1872
C 2.0480 0.9750 -4.2717
Cl 0.5240 1.2298 -5.0107
C 3.1904 0.9530 -5.0414
H 5.4497 0.4374 -2.5638
H 3.1311 1.0874 -6.1092
Cl 1.9127 8.2977 1.5997
C 1.4189 6.7037 1.1414
C 0.3750 6.5500 0.2161
C -0.0457 5.3002 -0.1272
C 0.5416 4.1211 0.4251
O 0.0637 2.9871 0.1152
C 1.6436 4.3070 1.3265
C 2.3816 3.2077 1.8620
O 2.2324 2.0094 1.6458
C 2.0480 5.6084 1.6744
H -0.0835 7.4289 -0.2117
H -0.8477 5.1577 -0.8362
H 3.2019 3.5023 2.5436
H 2.8675 5.7337 2.3696
C -0.9087 -1.9998 -2.7961
C 0.1333 -3.0973 -2.5771
C 1.5514 -2.5541 -2.7827
C 0.0414 -3.7559 -1.2262
C -0.0322 -5.1337 -1.1862
C -0.0633 -5.8332 0.0103
C 0.0197 -5.1405 1.2101
C 0.1079 -3.7670 1.2435
C 0.2063 -3.0994 2.5910
C 1.5040 -2.3010 2.7330
C -1.0250 -2.2291 2.8470
C 0.0748 -3.0099 0.0117
O 0.0438 -1.7372 0.0307
H -0.9066 -1.7046 -3.8433
H -0.6711 -1.1315 -2.1897
H -1.9025 -2.3593 -2.5339
H -0.0360 -3.8778 -3.3306
H 1.7874 -1.8349 -2.0046
H 1.6298 -2.0576 -3.7480
H 2.2799 -3.3620 -2.7482
H -0.0708 -5.6880 -2.1129
H -0.1497 -6.9081 0.0131
H 0.0161 -5.6922 2.1396
H 0.2235 -3.8917 3.3509
H 1.5487 -1.4958 2.0014
H 2.3620 -2.9533 2.5816
H 1.5594 -1.8647 3.7276
H -1.0729 -1.4477 2.0939
H -0.9715 -1.7768 3.8346
H -1.9332 -2.8275 2.7841

(2)
73
Properties=species:S:1:pos:R:3 method="wB97M-V/def2-TZVPD" e_homo_ev="-8.555 / -10.585" e_lumo_ha="-0.1389 / -0.1545" total_charge=+1 spin_multiplicity=5
Ir 0.0483 -0.4619 -1.2822
C 0.2193 5.9048 2.8600
O 0.4132 5.1030 4.0020
C 1.4038 4.1934 4.0069
C 1.6688 3.5762 5.2426
C 2.6571 2.6379 5.3632
C 3.3773 2.2178 4.2270
C 3.1335 2.8664 2.9966
C 2.1762 3.8460 2.8937
N 4.2175 1.1741 4.3353
N 4.6293 0.4147 3.4340
C 3.9427 -0.1635 2.4604
C 4.6541 -0.6816 1.3538
C 4.0353 -0.9497 0.1621
C 2.6461 -0.7468 0.0000
O 2.0393 -0.9330 -1.1295
C 1.8901 -0.3285 1.1397
N 0.5695 -0.1028 0.9471
C -0.1917 0.2504 1.9671
C 0.2928 0.3230 3.2640
C 1.6458 0.1138 3.4822
C 2.4957 -0.1293 2.4021
H -0.5611 6.6116 3.1317
H -0.1063 5.3120 2.0009
H 1.1332 6.4443 2.6023
H 1.0824 3.8619 6.1007
H 2.8719 2.1748 6.3125
H 3.7268 2.6046 2.1320
H 2.0286 4.3343 1.9428
H 5.7230 -0.7777 1.4529
H 4.6018 -1.2846 -0.6941
H -1.2258 0.4648 1.7395
H -0.3726 0.5446 4.0828
H 2.0352 0.1142 4.4867
Cl -5.9082 2.3547 -2.5947
C -4.1993 2.1936 -2.4684
C -3.4618 1.7504 -3.5611
C -2.1004 1.5741 -3.4372
C -1.4341 1.8304 -2.2267
C -0.0194 1.5325 -2.0569
C -2.1991 2.3407 -1.1622
C -3.5618 2.5144 -1.2743
H -3.9608 1.5389 -4.4947
H -1.5337 1.2240 -4.2865
H 0.4593 2.1586 -1.3057
H 0.5366 1.5298 -2.9939
H -1.7056 2.5898 -0.2337
H -4.1425 2.8815 -0.4409
N -2.0032 -0.8899 -1.1046
S -2.7035 -2.2815 -1.5103
C -2.2322 -2.5373 -3.2417
C -0.9348 -2.3203 -3.6698
C -0.6023 -2.6053 -4.9818
C -1.5655 -3.1071 -5.8448
C -2.8714 -3.2914 -5.4167
C -3.2100 -3.0053 -4.1039
C -1.5979 -3.5433 -0.7960
C -1.6584 -4.8306 -1.3055
C -0.8916 -5.8258 -0.7230
C -0.0689 -5.5274 0.3528
C -0.0161 -4.2386 0.8571
C -0.7992 -3.2415 0.2940
H -2.6857 -0.2721 -0.6821
H -0.1799 -1.9336 -2.9775
H 0.4089 -2.4569 -5.3268
H -1.2953 -3.3659 -6.8560
H -3.6221 -3.6673 -6.0963
H -4.2186 -3.1497 -3.7447
H -2.3079 -5.0434 -2.1424
H -0.9460 -6.8342 -1.1041
H 0.5173 -6.3057 0.8142
H 0.6188 -4.0181 1.7033
H -0.8068 -2.2499 0.7237

(3)
77
Properties=species:S:1:pos:R:3 method="wB97M-V/def2-TZVPD" e_homo_ev="-6.348 / -8.673" e_lumo_ha="-0.0649 / -0.0723" e_above_lowest_kj_mol=0.0 spin_multiplicity=5
Pd 12.0575 11.5231 13.9814
C 13.4816 15.5757 13.9481
C 13.0613 14.2786 13.6170
N 12.4351 13.5045 14.4896
C 12.2279 13.9064 15.7762
C 12.4820 15.2651 16.0102
N 13.1377 16.0430 15.1229
C 11.6442 12.8757 16.6426
C 11.1813 12.9992 17.9647
C 10.7446 11.8679 18.6913
C 10.7518 10.6468 17.9864
C 11.1295 10.5968 16.6111
N 11.5264 11.6624 15.9991
C 11.0988 9.4450 15.7847
C 10.7050 8.1857 16.2221
N 10.8232 7.0730 15.4397
C 11.1821 7.3119 14.1648
C 11.5100 8.5676 13.6637
N 11.4003 9.6474 14.4495
C 10.2766 11.9792 20.0830
C 10.6186 13.0712 20.8503
C 10.2645 13.1568 22.1838
N 9.6271 12.1118 22.7745
C 9.3209 11.0219 22.0923
C 9.5511 10.9327 20.6941
H 14.1054 16.1884 13.2837
H 13.3458 13.8898 12.6418
H 12.2662 15.8065 16.9234
H 11.2141 13.9493 18.4255
H 10.3790 9.7761 18.5147
H 10.1929 8.0190 17.1760
H 11.3658 6.4596 13.4893
H 11.7496 8.6578 12.6221
H 11.2476 13.8331 20.3899
H 10.4843 14.0719 22.7407
H 8.8558 10.2120 22.6157
H 9.2162 10.0625 20.1539
C 13.8547 11.1440 14.2106
C 15.0987 10.7132 14.1727
C 15.8535 10.4321 12.9767
C 17.0797 9.8066 13.1278
C 17.5629 9.5620 14.4243
C 16.8444 9.8035 15.6036
C 15.5943 10.4347 15.4690
H 15.3422 10.6649 12.0569
H 17.6804 9.4910 12.3064
H 18.4678 8.9412 14.4849
H 17.1380 9.4660 16.5687
H 14.9617 10.5530 16.2898
C 8.1001 5.4935 8.2441
C 7.4306 6.8007 8.5572
C 6.0751 6.9121 9.0508
C 5.5621 8.1713 9.3135
C 6.3898 9.2731 9.2785
C 7.7047 9.2125 8.7416
C 8.2113 7.9697 8.3925
S 5.8496 10.8248 10.0459
O 5.5528 11.7492 8.9508
O 4.8923 10.6325 11.1062
N 7.2224 11.3458 10.7159
C 7.3994 11.5993 12.1730
C 8.8858 11.4080 12.5712
C 9.8390 12.4640 11.9420
O 9.3830 13.2368 11.0334
O 11.1007 12.5454 12.3041
H 7.5184 4.9078 7.5128
H 8.2239 4.8807 9.1293
H 9.0477 5.7083 7.7743
H 5.5353 5.9709 9.2872
H 4.5338 8.2654 9.7024
H 8.3007 10.0816 8.6719
H 9.2165 7.9057 8.0508
H 7.8650 11.8368 10.1518
H 6.7753 10.8829 12.7277
H 7.2572 12.6838 12.4112
H 9.2571 10.3834 12.3072
H 9.0476 11.4931 13.6462